[1]
DFT (ωB97M-V with the def2-TZVPD basis set) results for a molecular structure, C14H4Cl5F7N3O9PdS2.

Calculated values
LUMO = 1.62 eV
calculated total energy = -5301.78107 a.u.
HOMO energy = -5.94 eV

ORCA input file:
```
! RIJCOSX wB97M-V def2-TZVPD def2/J DEFGRID3
* xyz -1 1
Pd 2.3938 -0.5998 0.0972
Cl -1.5982 4.2672 -2.9320
C -0.4070 3.0653 -2.6020
C 0.5582 3.2821 -1.6253
Cl 0.5714 4.7615 -0.7414
C 1.5134 2.3082 -1.3512
Cl 2.7419 2.6038 -0.1796
C 1.4999 1.0627 -2.0135
O 2.3303 0.0831 -1.7443
C 0.5442 0.8896 -3.0336
Cl 0.5575 -0.5974 -3.8918
C -0.3939 1.8693 -3.3189
Cl -1.5803 1.5928 -4.5406
F 3.9234 -4.8135 0.1807
C 3.0901 -3.9868 0.8130
F 2.0533 -3.7350 0.0268
F 2.6600 -4.5776 1.9253
S 4.0109 -2.4464 1.2551
O 4.2671 -1.7887 -0.0351
O 5.1097 -2.8690 2.0473
N 2.8430 -1.5891 1.9329
S 2.9808 -0.9223 3.4164
O 3.3738 0.4462 3.3449
O 3.6019 -1.8319 4.3222
C 1.1847 -0.8959 3.9094
F 0.5669 0.1904 3.4788
F 1.1579 -0.8984 5.2457
F 0.5409 -1.9732 3.4684
F -5.0569 -2.0492 -0.3691
C -4.5043 -0.8420 -0.5595
C -3.3257 -0.5314 -0.0138
N -2.7428 0.7022 -0.1793
C -1.4629 0.9912 0.4412
C -0.3972 -0.0365 0.0790
O -0.6144 -0.9452 -0.6950
O 0.7149 0.2439 0.6825
C -3.3345 1.6799 -0.9539
O -2.8630 2.7823 -1.1308
N -4.5429 1.3054 -1.5159
C -5.2277 0.0997 -1.3960
O -6.2982 -0.0811 -1.9328
H -2.7739 -1.2485 0.5754
H -1.5531 1.0581 1.5271
H -1.1340 1.9631 0.0777
H -4.9790 2.0112 -2.0914
*
```


[2]
DFT (ωB97M-V with the def2-TZVPD basis set) results for 5 unconnected molecules or ions with the total composition C14H29O19S5.

Calculated values
LUMO = -2.08 eV
calculated total energy = -3971.03180 a.u.
HOMO energy = -13.35 eV

ORCA input file:
```
! RIJCOSX wB97M-V def2-TZVPD def2/J DEFGRID3
* xyz 1 1
O 4.1605 -0.0462 2.5411
C 3.5251 -1.0605 2.2976
O 3.0284 -1.8459 3.3121
C 3.1424 -1.5559 0.9289
C 1.6228 -1.5065 0.6525
C 0.9813 -0.1504 1.0128
S 0.1450 -0.0673 2.6209
C -1.5967 -0.3838 2.3591
C -1.9370 -1.6940 1.6279
O -1.0957 -2.7695 1.9977
H 3.4335 -1.4934 4.1220
H 3.4781 -2.5952 0.8177
H 3.7064 -0.9464 0.2128
H 1.1135 -2.3174 1.1733
H 1.4744 -1.6742 -0.4157
H 0.1902 0.1156 0.2995
H 1.6909 0.6859 1.0211
H 0.5423 -1.2190 3.1787
H -1.9787 0.4947 1.8311
H -2.0350 -0.3640 3.3672
H -2.9868 -1.9332 1.8444
H -1.8547 -1.5532 0.5429
H -1.4222 -3.1659 2.8121
C 2.2191 -0.9346 -5.4124
C 2.9145 -0.1715 -4.3015
O 1.9703 -0.2334 -3.2146
S 1.1746 -1.6068 -3.2569
O 1.7600 -2.5303 -2.3464
O -0.2122 -1.3154 -3.1816
O 1.5794 -2.0345 -4.7283
H 1.4525 -0.3319 -5.8998
H 2.9070 -1.3404 -6.1476
H 3.0879 0.8723 -4.5428
H 3.8435 -0.6532 -3.9935
C 0.3187 -1.9595 6.0457
C 0.9817 -1.4265 7.3029
O -0.1164 -1.2639 8.2055
S -1.2201 -2.3967 7.9649
O -1.0352 -3.4684 8.8690
O -2.4749 -1.7611 7.7989
O -0.6709 -2.8649 6.5228
H -0.1845 -1.1589 5.4921
H 1.0049 -2.5005 5.3967
H 1.4595 -0.4604 7.1639
H 1.6944 -2.1418 7.7172
C -2.2513 4.2480 -1.2279
C -2.9474 2.9059 -1.1020
O -1.9748 2.0831 -0.4189
S -1.1230 2.9760 0.5860
O -1.6393 2.8201 1.9051
O 0.2519 2.7093 0.3463
O -1.5450 4.3875 0.0271
H -1.5255 4.2558 -2.0390
H -2.9431 5.0785 -1.3251
H -3.1709 2.4490 -2.0605
H -3.8466 2.9680 -0.4880
C -1.8551 2.7659 -6.7710
C -2.1138 1.2744 -6.6744
O -1.0873 0.8143 -5.7758
S -0.7828 1.9271 -4.6776
O -1.5076 1.6592 -3.4858
O 0.6220 2.1287 -4.6433
O -1.5001 3.1366 -5.4249
H -1.0199 2.9960 -7.4330
H -2.7322 3.3337 -7.0653
H -1.9998 0.7575 -7.6220
H -3.0903 1.0532 -6.2421
*
```


[3]
DFT (ωB97M-V with the def2-TZVPD basis set) results for a molecular structure, C39H32OP2SbSe4Tc.

Calculated values
LUMO = -14.61 eV
calculated total energy = -12188.56027 a.u.
HOMO energy = -18.08 eV

ORCA input file:
```
! RIJCOSX wB97M-V def2-TZVPD def2/J DEFGRID3
* xyz 4 1
Tc -0.3925 0.0801 0.0919
C -5.9659 2.9237 -0.9593
C -5.5074 2.1526 0.3258
C -6.6575 2.1926 1.3602
C -4.3059 2.8772 0.8473
C -4.4100 4.1377 1.4359
C -3.2900 4.8180 1.8534
C -1.9949 4.2771 1.6447
C -1.8220 3.0560 1.0432
P -0.1313 2.5203 0.5675
C 0.3679 3.6298 -0.7560
C 0.2690 3.3219 -2.1107
C 0.6084 4.2656 -3.0680
C 1.0358 5.5265 -2.6797
C 1.1147 5.8511 -1.3299
C 0.7821 4.9135 -0.3688
C 0.8942 2.7695 2.0118
C 2.2433 3.0941 1.8476
C 3.0629 3.1727 2.9629
C 2.5465 2.9184 4.2277
C 1.2044 2.5845 4.3885
C 0.3759 2.5036 3.2843
C -2.9874 2.3320 0.7000
O -2.8103 1.0823 0.2424
C -3.9000 0.2311 -0.0522
C -3.5802 -1.0938 -0.3448
C -4.6162 -1.9411 -0.7226
C -5.9206 -1.4703 -0.7848
C -6.1975 -0.1599 -0.4475
C -5.1864 0.7257 -0.0556
P -1.9383 -1.8380 -0.1985
C -1.9012 -2.8310 1.2975
C -0.7615 -3.6018 1.5662
C -0.6997 -4.3519 2.7225
C -1.7672 -4.3365 3.6239
C -2.8904 -3.5720 3.3628
C -2.9623 -2.8114 2.1986
C -1.7075 -2.8644 -1.6541
C -1.6841 -2.2707 -2.9230
C -1.6121 -3.0641 -4.0520
C -1.5734 -4.4520 -3.9266
C -1.6210 -5.0423 -2.6741
C -1.6922 -4.2540 -1.5301
H -6.2146 3.9521 -0.7065
H -6.8573 2.4356 -1.3488
H -5.1935 2.9160 -1.7277
H -6.9696 3.2153 1.5562
H -6.3634 1.7213 2.2976
H -7.5272 1.6732 0.9670
H -5.3833 4.5886 1.5661
H -3.3790 5.7893 2.3217
H -1.1406 4.8618 1.9648
H -0.1157 2.3655 -2.4425
H 0.5304 4.0175 -4.1176
H 1.3049 6.2625 -3.4258
H 1.4480 6.8343 -1.0258
H 0.8795 5.1815 0.6760
H 2.6508 3.3005 0.8658
H 4.1027 3.4466 2.8470
H 3.1889 2.9894 5.0952
H 0.8089 2.3998 5.3779
H -0.6687 2.2470 3.4218
H -4.4110 -2.9755 -0.9706
H -6.7175 -2.1351 -1.0871
H -7.2202 0.1873 -0.4932
H 0.0604 -3.6458 0.8564
H 0.1654 -4.9688 2.9249
H -1.7158 -4.9330 4.5248
H -3.7179 -3.5671 4.0585
H -3.8525 -2.2271 2.0043
H -1.7774 -1.1958 -3.0413
H -1.6095 -2.6112 -5.0340
H -1.5224 -5.0696 -4.8136
H -1.6087 -6.1196 -2.5799
H -1.7478 -4.7320 -0.5622
Se 2.9904 -3.7487 -0.9197
Sb 3.3891 -1.5505 -0.5464
Se 1.0485 -0.8326 1.4851
Se 0.6392 -0.2168 -1.8101
Se 4.5709 0.3833 -0.4896
*
```


[4]
DFT (ωB97M-V with the def2-TZVPD basis set) results for C13H15NO in the gas phase.

Calculated values
LUMO (alpha / beta) = 0.82 / -2.66 eV
calculated total energy = -634.02881 a.u.
HOMO energy (alpha / beta) = -5.04 / -8.91 eV

ORCA input file:
```
! RIJCOSX wB97M-V def2-TZVPD def2/J DEFGRID3
* xyz 0 3
C 1.5767 2.4582 -3.5572
C 0.3997 1.7416 -3.4463
C 2.4454 2.4888 -2.4083
C -0.0448 1.2227 -2.2238
C 2.0333 1.9318 -1.2510
C 0.7844 1.3514 -1.1196
C 0.2879 1.0239 0.1669
C -1.1711 -0.3991 0.5692
C -0.5208 -1.5371 1.0988
C -0.8876 -0.3512 1.9941
C -1.4937 -2.8131 1.2649
C 0.9145 -1.9244 0.7102
C -1.9762 -0.3419 2.9870
N 0.7123 1.1684 1.3393
O 0.2277 0.4999 2.3504
H 1.8644 2.7857 -4.4732
H -0.2777 1.6114 -4.2235
H 3.4049 2.7835 -2.6007
H -0.9059 0.5950 -2.3029
H 2.6780 2.0286 -0.3607
H -2.0985 -0.3460 0.1461
H -1.1540 -3.4153 0.3483
H -2.4647 -2.4820 1.2586
H -1.1722 -3.1920 2.2350
H 0.9477 -2.0841 -0.3644
H 1.1766 -2.7176 1.2542
H 1.6021 -1.0755 1.0332
H -1.7297 -0.6815 4.0445
H -2.6763 -1.0131 2.5754
H -2.4824 0.6831 2.9551
*
```